# 1
Formula: C6H12N2O4
Source: the OMol25 dataset
Level of theory: ωB97M-V with the def2-TZVPD basis set

Element x y z (Å)
C1 1.295 1.296 2.128
C2 1.183 0.029 1.209
N1 0.040 0.334 0.270
C3 0.360 0.829 -0.925
O1 1.493 1.245 -1.269
C4 -0.830 0.700 -1.843
N2 -0.548 1.271 -3.189
C5 -1.582 -0.665 -1.988
O2 -2.599 -0.595 -1.010
C6 0.613 -1.129 1.945
O3 -0.526 -1.501 1.820
O4 1.391 -1.753 2.865
H1 2.110 1.227 2.839
H2 1.595 2.148 1.470
H3 0.223 1.511 2.512
H4 2.057 -0.173 0.622
H5 -0.813 -0.205 0.375
H6 -1.575 1.275 -1.226
H7 -0.587 2.308 -3.195
H8 0.419 1.121 -3.395
H9 -1.976 -0.780 -3.020
H10 -0.925 -1.497 -1.863
H11 -2.276 -1.086 -0.209
H12 1.001 -2.600 3.119

Properties
HOMO energy in eV: -9.50
LUMO in eV: 0.41
Structure (SMILES): C[C@H](NC(=O)[C@@H](N)CO)C(=O)O
Net charge: 0
Gap between HOMO and LUMO in eV: 9.91

---

# 2
Formula: C6H12N2O4S
Source: the OMol25 dataset
Level of theory: ωB97M-V with the def2-TZVPD basis set

Element x y z (Å)
C1 1.756 -0.618 0.488
C2 1.077 -1.532 1.563
C3 0.948 0.696 0.489
C4 -0.261 0.392 1.516
C5 -1.182 0.116 0.250
C6 -2.367 1.001 -0.086
N1 0.237 0.949 -0.685
N2 0.083 -0.722 2.329
O1 -0.813 -0.391 -2.541
O2 0.557 1.432 -3.137
O3 1.588 -0.601 -2.406
O4 -1.218 -1.117 -0.109
S1 0.433 0.237 -2.151
H1 2.772 -0.424 0.630
H2 1.676 -0.934 -0.521
H3 0.618 -2.463 1.311
H4 1.951 -1.722 2.281
H5 1.606 1.638 0.739
H6 -0.562 1.290 2.057
H7 -2.322 2.018 0.458
H8 -3.265 0.380 0.236
H9 -2.422 0.995 -1.197
H10 -1.424 -1.239 -1.075
H11 -0.657 -1.404 2.423
H12 1.191 2.023 -2.860

Properties
HOMO energy in eV: -9.25
LUMO in eV: 0.51
Net charge: 0
Gap between HOMO and LUMO in eV: 9.77

---

# 3
Formula: C6H12N2O6
Source: the OMol25 dataset
Level of theory: ωB97M-V with the def2-TZVPD basis set

Element x y z (Å)
N1 1.703 -0.742 1.073
C1 2.552 0.274 0.535
C2 1.965 0.896 -0.738
C3 0.812 1.898 -0.546
C4 -0.048 1.728 0.698
O1 -0.894 0.583 0.596
C5 -1.912 0.649 -0.252
O2 -2.387 1.677 -0.692
O3 -2.300 -0.599 -0.550
N2 -3.641 -0.885 -0.140
H1 1.251 -1.438 0.434
H2 2.112 -1.272 1.829
H3 3.580 -0.060 0.275
H4 2.703 1.083 1.280
H5 2.784 1.442 -1.227
H6 1.673 0.096 -1.425
H7 0.138 1.888 -1.409
H8 1.232 2.913 -0.506
H9 -0.669 2.615 0.863
H10 0.567 1.543 1.577
H11 -3.819 -0.298 0.673
H12 -4.234 -0.552 -0.899
C6 -0.805 -3.366 -0.363
O4 0.224 -2.824 0.251
O5 -0.702 -3.640 -1.627
O6 -1.886 -3.609 0.291

Properties
HOMO energy in eV: 2.33
LUMO in eV: 5.39
Net charge: -2
Gap between HOMO and LUMO in eV: 3.06

---

# 4
Formula: C6H12N2P
Source: the OMol25 dataset
Level of theory: ωB97M-V with the def2-TZVPD basis set

Element x y z (Å)
C1 -1.651 0.439 0.976
C2 -1.524 -0.963 0.296
C3 -0.050 -1.272 0.089
N1 0.627 -0.235 -0.774
C4 2.333 -0.684 -0.533
N2 3.205 0.358 -0.702
P1 3.172 0.043 0.884
C5 0.330 1.100 -0.486
C6 -1.098 1.461 -0.024
H1 -2.553 0.615 1.313
H2 -1.042 0.448 1.879
H3 -2.085 -1.755 0.874
H4 -2.108 -0.915 -0.640
H5 0.424 -1.339 1.123
H6 0.196 -2.218 -0.314
H7 0.600 -0.631 -1.726
H8 2.295 -1.739 -0.949
H9 0.716 1.729 -1.335
H10 0.961 1.322 0.421
H11 -1.674 1.833 -0.920
H12 -1.073 2.403 0.549

Properties
HOMO energy in eV: -14.32
LUMO in eV: -5.40
Structure (SMILES): C1CC[NH+]([C@H]2N=P2)CC1
Net charge: +1
Gap between HOMO and LUMO in eV: 8.92

---

# 5
Formula: C6H12N2Si
Source: the OMol25 dataset
Level of theory: ωB97M-V with the def2-TZVPD basis set

Element x y z (Å)
C1 -1.238 -0.021 1.862
C2 0.266 0.381 1.593
Si1 0.646 -0.025 -0.339
C3 -0.360 1.079 -1.433
C4 0.369 -1.817 -0.734
N1 2.348 0.212 -0.494
C5 3.146 0.596 -1.354
C6 4.531 0.554 -1.190
N2 5.667 0.667 -1.290
H1 -1.741 0.759 1.191
H2 -1.393 -1.126 1.553
H3 -1.398 0.154 2.997
H4 0.862 -0.120 2.277
H5 0.358 1.454 1.705
H6 -1.064 1.605 -0.761
H7 0.240 1.871 -2.071
H8 -0.946 0.623 -2.136
H9 1.151 -2.249 -1.402
H10 0.185 -2.459 0.106
H11 -0.478 -2.051 -1.245
H12 2.908 0.972 -2.390

Properties
HOMO energy in eV: -9.72
LUMO in eV: -0.08
Structure (SMILES): CC[Si](C)(C)/N=C/C#N
Net charge: 0
Gap between HOMO and LUMO in eV: 9.64

---

# 6
Formula: C6H12N3
Source: the OMol25 dataset
Level of theory: ωB97M-V with the def2-TZVPD basis set

Element x y z (Å)
C1 0.047 1.622 -0.594
C2 -0.334 0.207 -0.084
C3 -0.462 0.090 1.478
C4 -1.458 -0.219 -1.021
N1 0.857 -0.661 -0.340
C5 1.074 -1.953 -0.556
C6 2.447 -2.244 -0.416
N2 3.106 -1.175 -0.121
N3 2.358 -0.222 0.023
H1 0.955 2.052 -0.194
H2 0.118 1.667 -1.709
H3 -0.883 2.143 -0.352
H4 -0.324 -0.917 1.864
H5 0.346 0.647 1.911
H6 -1.359 0.483 1.685
H7 -1.957 0.675 -1.241
H8 -0.981 -0.437 -1.871
H9 -2.188 -0.974 -0.771
H10 0.434 -2.710 -0.957
H11 2.937 -3.195 -0.475
H12 2.434 0.816 0.188

Properties
HOMO energy in eV: -14.82
LUMO in eV: -4.31
Structure (SMILES): CC(C)(C)[n+]1ccn[nH]1
Net charge: +1
Gap between HOMO and LUMO in eV: 10.51

---

# 7
Formula: C6H12N3
Source: the OMol25 dataset
Level of theory: ωB97M-V with the def2-TZVPD basis set

Element x y z (Å)
C1 1.335 -1.468 -0.062
C2 -0.066 -1.018 0.200
C3 -1.032 -2.039 -0.521
C4 -0.046 0.277 -0.377
N1 -0.059 0.781 -1.684
N2 -0.061 2.084 -1.729
C5 -0.238 2.447 -0.495
N3 -0.194 1.398 0.374
C6 -0.228 1.479 1.776
H1 1.465 -2.566 0.170
H2 2.123 -1.037 0.476
H3 1.550 -1.250 -1.168
H4 -0.124 -0.853 1.249
H5 -0.836 -2.110 -1.561
H6 -2.018 -1.643 -0.314
H7 -1.095 -3.042 -0.236
H8 0.322 0.343 -2.497
H9 -0.189 3.476 -0.274
H10 -0.918 0.884 2.303
H11 0.753 1.315 2.239
H12 -0.443 2.543 2.131

Properties
HOMO energy in eV: -14.78
LUMO in eV: -3.57
Structure (SMILES): CC(C)c1[nH]nc[n+]1C
Net charge: +1
Gap between HOMO and LUMO in eV: 11.20

---

# 8
Formula: C6H12N3
Source: the OMol25 dataset
Level of theory: ωB97M-V with the def2-TZVPD basis set

Element x y z (Å)
C1 1.561 0.416 -0.837
C2 -1.462 -1.834 -0.726
C3 2.842 0.215 -0.543
C4 -0.816 0.586 -1.124
C5 -1.702 -3.202 -0.568
C6 3.391 0.636 0.806
N1 -1.290 -0.710 -0.842
N2 0.552 0.869 -1.333
N3 -1.272 2.601 0.903
H1 3.366 -0.420 -1.207
H2 -1.358 0.941 -1.922
H3 -1.049 1.344 -0.265
H4 -1.647 -3.467 0.494
H5 -1.007 -3.848 -0.995
H6 -2.773 -3.328 -1.017
H7 4.071 -0.200 1.262
H8 2.485 0.902 1.434
H9 4.060 1.616 0.707
H10 -1.971 2.509 1.568
H11 -1.347 3.547 0.518
H12 -0.396 2.568 1.303

Properties
HOMO energy in eV: -11.75
LUMO in eV: -3.44
Net charge: +1
Gap between HOMO and LUMO in eV: 8.31

---

Which of these has the highest gap between HOMO and LUMO? number 7